[1]
Below is a structure of composition C11H6F6N2O4RuS6Sb, with properties calculated with ωB97M-V/def2-TZVPD.

XYZ file:
```
37
Properties=species:S:1:pos:R:3:lowdin_spin:R:1
Ru -0.028 -0.120 0.329 2.748
S -1.847 2.880 3.445 0.905
Sb -0.667 2.990 1.376 0.114
S 1.088 1.330 1.751 0.500
S -2.003 1.303 0.369 0.460
F 4.300 1.551 -3.660 0.001
C 3.776 1.537 -2.442 0.002
F 3.220 2.719 -2.195 0.000
F 4.737 1.315 -1.549 0.000
S 2.538 0.190 -2.304 0.005
O 1.972 0.386 -0.973 0.037
O 3.264 -1.013 -2.561 0.000
N 1.531 0.515 -3.472 0.001
S -0.007 0.786 -3.261 0.004
O -0.717 0.571 -4.477 0.005
O -0.527 0.154 -2.052 0.042
C -0.169 2.589 -2.948 0.001
F 0.472 3.265 -3.894 0.000
F 0.346 2.918 -1.760 0.000
F -1.454 2.918 -2.961 0.002
S -1.073 -3.305 3.225 0.026
C -1.375 -1.808 4.009 -0.008
C -1.090 -0.739 3.224 0.015
C -0.629 -1.137 1.936 -0.050
C -0.567 -2.500 1.806 0.061
C -0.118 -3.117 0.570 0.014
C 0.009 -4.474 0.343 0.010
C 0.437 -4.906 -0.901 0.010
C 0.716 -3.972 -1.884 0.010
C 0.564 -2.632 -1.586 0.017
N 0.168 -2.204 -0.384 0.057
H -1.740 -1.802 5.024 -0.001
H -1.192 0.286 3.543 0.011
H -0.224 -5.175 1.133 0.001
H 0.546 -5.964 -1.101 0.000
H 1.047 -4.260 -2.870 0.001
H 0.752 -1.881 -2.335 0.000
```

Properties
Net charge: 0
HOMO-LUMO gap (spin up / spin down), eV: 7.509 / 5.912
Spin multiplicity: 6
E_LUMO (spin up / spin down), Eh: -0.032 / -0.109

=====

[2]
Below is a cluster of 9 separate species, C19H22Cl32NO3 in total at a distorted geometry, with properties calculated with ωB97M-V/def2-TZVPD.

XYZ file:
```
77
Properties=species:S:1:pos:R:3:lowdin_charge:R:1
C -1.688 -0.601 -0.566 -0.124
O -0.686 0.005 0.372 -0.350
C -0.014 1.155 -0.266 -0.280
C -1.009 2.478 -0.058 -0.167
C -0.892 3.527 -1.315 -0.224
C -1.906 4.811 -1.025 -0.232
C -3.505 4.375 -0.995 -0.201
C -4.006 4.159 0.558 -0.221
C -5.112 2.905 0.560 -0.229
C -6.640 3.388 0.211 -0.181
C -7.583 2.257 -0.507 -0.312
N -7.471 0.863 0.070 -0.008
C -7.294 2.175 -2.148 -0.403
O -8.371 1.866 -2.905 -0.178
O -5.925 2.389 -2.721 -0.301
H -1.300 -0.543 -1.690 0.109
H -1.930 -1.722 -0.270 0.081
H -2.643 0.077 -0.503 0.075
H 0.262 0.978 -1.392 0.108
H 1.010 1.382 0.293 0.098
H -0.660 2.962 0.972 0.112
H -2.133 2.118 0.103 0.108
H -1.166 3.031 -2.342 0.120
H 0.204 3.989 -1.399 0.049
H -1.821 5.630 -1.889 0.104
H -1.607 5.241 0.035 0.070
H -4.209 5.161 -1.509 0.114
H -3.644 3.321 -1.532 0.109
H -3.106 3.823 1.241 0.085
H -4.458 5.133 1.040 0.110
H -5.077 2.487 1.677 0.100
H -4.789 2.043 -0.186 0.103
H -7.163 3.877 1.161 0.108
H -6.532 4.284 -0.571 0.119
H -8.709 2.612 -0.356 0.130
H -6.938 0.829 0.966 0.047
H -7.138 0.162 -0.628 0.039
C 2.791 -1.239 1.184 -1.932
Cl 2.045 -1.118 -0.429 0.567
Cl 1.589 -0.812 2.428 0.553
Cl 3.357 -2.907 1.453 0.474
Cl 4.174 -0.119 1.285 0.487
C 1.291 6.547 0.913 -1.995
Cl 2.751 7.449 1.392 0.502
Cl 1.754 4.916 0.365 0.548
Cl 0.190 6.414 2.307 0.514
Cl 0.469 7.408 -0.413 0.531
C -5.609 -2.722 1.193 -2.004
Cl -6.355 -2.600 -0.420 0.539
Cl -6.811 -2.295 2.437 0.508
Cl -5.043 -4.389 1.462 0.496
Cl -4.226 -1.602 1.294 0.542
C 6.391 -2.323 -1.374 -1.949
Cl 4.674 -1.857 -1.273 0.446
Cl 7.355 -0.926 -1.915 0.513
Cl 6.959 -2.851 0.231 0.519
Cl 6.576 -3.659 -2.538 0.465
C 11.191 -3.208 -1.995 -1.994
Cl 12.182 -3.772 -3.364 0.508
Cl 11.440 -1.459 -1.763 0.509
Cl 9.471 -3.522 -2.337 0.466
Cl 11.671 -4.077 -0.516 0.509
C 3.091 -5.859 -2.005 -1.972
Cl 2.388 -5.274 -3.534 0.525
Cl 3.092 -4.540 -0.807 0.451
Cl 2.121 -7.220 -1.388 0.505
Cl 4.764 -6.403 -2.290 0.479
C 4.591 -10.588 -0.330 -2.011
Cl 5.461 -10.178 -1.830 0.500
Cl 5.531 -11.789 0.591 0.506
Cl 4.379 -9.118 0.654 0.496
Cl 2.994 -11.266 -0.735 0.507
C 3.391 0.867 5.916 -2.000
Cl 1.629 1.105 5.812 0.514
Cl 4.191 2.442 6.148 0.509
Cl 3.766 -0.199 7.294 0.506
Cl 3.979 0.118 4.410 0.471
```

Properties
Net charge: -1
HOMO-LUMO gap, eV: 5.393
E_LUMO, Eh: 0.036

=====

[3]
Below is a structure of composition C26H26BiBr2N3O3, with properties calculated with ωB97M-V/def2-TZVPD.

XYZ file:
```
61
Properties=species:S:1:pos:R:3:lowdin_charge:R:1
Bi 0.390 -0.678 1.307 1.611
O 0.593 -1.729 -6.706 -0.054
C 0.106 -2.761 -5.886 -0.218
C 0.341 -2.427 -4.438 -0.181
C -0.054 -3.301 -3.432 -0.013
C 0.175 -2.927 -2.118 -0.140
N 0.772 -1.805 -1.759 0.091
C 1.182 -0.976 -2.718 -0.203
C 0.959 -1.246 -4.068 0.048
C 1.886 0.253 -2.313 -0.209
C 2.678 0.971 -3.211 0.043
C 3.261 2.164 -2.801 -0.185
C 4.103 2.976 -3.758 -0.219
O 4.964 2.190 -4.547 -0.053
C 3.048 2.579 -1.493 0.004
C 2.288 1.773 -0.658 -0.123
N 1.723 0.651 -1.055 0.053
H 0.406 -1.942 -7.624 0.096
H 0.614 -3.712 -6.112 0.132
H -0.973 -2.912 -6.047 0.133
H -0.521 -4.244 -3.674 0.115
H -0.126 -3.583 -1.309 0.103
H 1.253 -0.553 -4.835 0.108
H 2.857 0.615 -4.213 0.117
H 4.666 3.735 -3.199 0.121
H 3.451 3.491 -4.470 0.133
H 5.568 1.714 -3.967 0.098
H 3.464 3.503 -1.126 0.112
H 2.116 2.045 0.371 0.065
Br 1.954 4.327 2.767 0.761
C 0.998 3.078 3.827 -0.595
C 0.772 3.343 5.168 -0.171
C 0.073 2.442 5.939 -0.625
Br -0.216 2.838 7.781 0.747
C -0.396 1.231 5.402 -0.189
C -1.161 0.267 6.089 -0.012
C -1.514 -0.896 5.450 -0.034
C -1.092 -1.125 4.140 -0.154
N -0.411 -0.219 3.468 -0.084
C -0.082 0.946 4.048 -0.161
C 0.593 1.888 3.209 -0.453
O 0.821 1.613 1.987 -0.304
H 1.155 4.251 5.609 0.097
H -1.474 0.466 7.103 0.081
H -2.116 -1.634 5.954 0.109
H -1.320 -2.034 3.604 0.095
C -3.187 -0.430 -0.358 -0.074
C -2.902 -1.026 1.034 -0.726
C -3.136 0.065 2.081 -0.073
C -3.887 -2.175 1.302 -0.068
C -1.507 -1.575 1.012 -0.405
H -4.220 -0.098 -0.429 0.076
H -3.001 -1.170 -1.133 0.075
H -2.529 0.416 -0.534 0.078
H -4.091 0.551 1.891 0.086
H -2.350 0.816 2.040 0.072
H -3.163 -0.359 3.083 0.064
H -4.910 -1.809 1.233 0.081
H -3.731 -2.576 2.301 0.073
H -3.748 -2.978 0.583 0.078
H -1.410 -2.300 0.209 -0.029
```

Properties
ΔE to the lowest compared entry with this formula, charge and spin, kJ/mol: 0.0
Net charge: 0
HOMO-LUMO gap, eV: 6.839
E_LUMO, Eh: -0.005

=====

[4]
Below is a cluster of 5 separate species, C39H92ClN5O5Si in total at a distorted geometry, with properties calculated with ωB97M-V/def2-TZVPD.

XYZ file:
```
143
Properties=species:S:1:pos:R:3:lowdin_charge:R:1
C -2.358 5.853 -3.358 -0.094
C -1.900 4.745 -4.307 -0.245
C -2.844 4.454 -5.479 -0.210
C -4.336 4.402 -5.160 -0.212
C -4.786 3.271 -4.205 -0.193
C -3.955 1.998 -4.252 -0.219
C -4.103 1.224 -5.568 -0.211
C -3.040 0.143 -5.717 -0.217
C -1.629 0.679 -5.922 -0.211
C -0.577 -0.444 -6.082 -0.187
C 0.343 -0.605 -4.848 -0.187
C 0.250 -1.980 -4.146 -0.191
C 0.059 -1.912 -2.616 -0.200
C 1.092 -2.735 -1.829 -0.208
C 0.583 -3.242 -0.469 -0.206
C 0.997 -2.324 0.682 -0.230
C 0.525 -2.839 2.046 -0.212
C -0.959 -2.525 2.321 -0.199
C -1.157 -1.443 3.395 -0.266
C -1.064 0.012 2.861 -0.279
Si 0.304 0.990 3.671 0.255
Cl 2.133 0.467 2.844 0.373
N -0.025 2.726 3.524 -0.179
C -0.389 3.316 4.851 -0.125
C 1.081 3.474 2.953 -0.548
C 2.283 3.793 3.820 -0.034
O 1.045 3.845 1.777 0.065
H -1.869 5.715 -2.394 0.071
H -3.426 5.842 -3.163 0.058
H -2.073 6.844 -3.704 0.063
H -0.948 5.057 -4.737 0.102
H -1.673 3.852 -3.729 0.089
H -2.552 3.541 -5.993 0.087
H -2.706 5.261 -6.204 0.090
H -4.859 4.259 -6.107 0.103
H -4.690 5.353 -4.772 0.090
H -5.801 2.989 -4.490 0.106
H -4.856 3.659 -3.190 0.104
H -4.327 1.335 -3.467 0.115
H -2.914 2.174 -4.005 0.080
H -4.119 1.885 -6.434 0.107
H -5.083 0.747 -5.526 0.111
H -3.262 -0.510 -6.562 0.111
H -3.074 -0.500 -4.833 0.117
H -1.638 1.303 -6.817 0.107
H -1.304 1.312 -5.101 0.089
H -1.071 -1.395 -6.260 0.094
H 0.044 -0.173 -6.931 0.099
H 0.126 0.161 -4.107 0.090
H 1.371 -0.451 -5.167 0.102
H -0.568 -2.558 -4.569 0.098
H 1.164 -2.536 -4.342 0.097
H -0.917 -2.323 -2.360 0.100
H 0.078 -0.883 -2.264 0.103
H 1.974 -2.120 -1.644 0.110
H 1.415 -3.585 -2.427 0.099
H -0.506 -3.280 -0.490 0.101
H 0.976 -4.237 -0.263 0.107
H 0.578 -1.332 0.502 0.098
H 2.082 -2.235 0.693 0.108
H 1.172 -2.406 2.805 0.076
H 0.679 -3.912 2.061 0.079
H -1.415 -2.180 1.392 0.101
H -1.498 -3.418 2.629 0.103
H -0.384 -1.603 4.153 0.070
H -2.104 -1.600 3.908 0.099
H -2.014 0.508 3.040 0.073
H -0.876 -0.005 1.788 0.065
H 0.358 0.618 5.094 -0.007
H 0.058 2.800 5.701 0.045
H -1.469 3.285 4.951 0.081
H -0.071 4.354 4.893 0.087
H 2.448 4.867 3.809 0.089
H 3.153 3.312 3.388 0.074
H 2.179 3.481 4.856 0.073
C -6.181 9.048 -6.249 -0.106
O -5.273 7.965 -6.289 -0.194
C -4.564 7.809 -7.503 -0.207
C -3.362 8.749 -7.672 -0.430
C -3.731 10.190 -8.012 -0.072
N -2.487 8.744 -6.495 0.047
H -6.660 9.206 -7.220 0.090
H -5.694 9.971 -5.928 0.075
H -6.949 8.804 -5.516 0.087
H -4.182 6.785 -7.481 0.109
H -5.250 7.879 -8.357 0.122
H -2.782 8.357 -8.514 0.135
H -4.057 10.745 -7.133 0.064
H -2.863 10.711 -8.413 0.075
H -4.526 10.231 -8.759 0.077
H -2.132 7.804 -6.342 0.058
H -3.064 8.932 -5.679 0.069
C -0.439 -1.020 11.148 -0.106
O -0.974 -1.629 9.988 -0.187
C -1.817 -0.810 9.204 -0.211
C -1.090 0.164 8.267 -0.431
C -0.480 1.373 8.971 -0.065
N -0.051 -0.499 7.473 0.039
H -1.155 -0.330 11.604 0.090
H 0.491 -0.490 10.932 0.075
H -0.216 -1.813 11.860 0.087
H -2.392 -1.503 8.585 0.122
H -2.534 -0.279 9.845 0.121
H -1.845 0.542 7.570 0.133
H 0.459 1.126 9.465 0.067
H -0.261 2.156 8.245 0.062
H -1.163 1.786 9.716 0.079
H -0.478 -1.224 6.903 0.068
H 0.553 -1.007 8.114 0.074
C 5.597 -6.796 4.835 -0.110
O 4.207 -7.053 4.783 -0.194
C 3.386 -6.101 5.436 -0.206
C 3.127 -4.817 4.637 -0.428
C 4.311 -3.853 4.601 -0.063
N 2.712 -5.098 3.263 0.053
H 5.886 -6.346 5.789 0.090
H 5.915 -6.148 4.014 0.068
H 6.111 -7.752 4.730 0.087
H 2.428 -6.607 5.583 0.121
H 3.788 -5.874 6.433 0.120
H 2.304 -4.297 5.139 0.133
H 5.068 -4.167 3.883 0.065
H 3.973 -2.862 4.294 0.070
H 4.780 -3.761 5.583 0.077
H 1.849 -5.635 3.282 0.076
H 3.395 -5.737 2.861 0.030
C 5.124 -8.170 -2.330 -0.106
O 5.129 -8.660 -1.003 -0.187
C 6.157 -8.159 -0.173 -0.209
C 5.894 -6.767 0.418 -0.428
C 6.062 -5.622 -0.576 -0.066
N 4.568 -6.668 1.036 0.048
H 6.140 -8.017 -2.705 0.090
H 4.559 -7.239 -2.413 0.075
H 4.631 -8.917 -2.952 0.087
H 6.225 -8.868 0.656 0.122
H 7.119 -8.186 -0.702 0.121
H 6.638 -6.621 1.208 0.131
H 5.198 -5.522 -1.233 0.064
H 6.165 -4.677 -0.043 0.076
H 6.951 -5.760 -1.195 0.078
H 4.502 -7.355 1.784 0.073
H 3.884 -6.979 0.350 0.079
```

Properties
Net charge: 0
SMILES: CCCCCCCCCCCCCCCCCCCC[Si@@H](Cl)N(C)C(C)=O.COC[C@@H](C)N.COC[C@@H](C)N.COC[C@@H](C)N.COC[C@@H](C)N
HOMO-LUMO gap, eV: 9.530
E_LUMO, Eh: 0.021